P.
Computed, not measured: an isolated molecule of C3H6N2S, with ωB97M-V with the def2-TZVPD basis set.

Atoms and positions in Å:
C (1.912, 1.412, -0.088)
C (0.666, -0.643, -0.039)
C (-0.398, -0.384, 0.950)
N (1.507, 0.365, -0.579)
N (-2.173, -0.265, -1.007)
S (-1.644, 0.704, 0.192)
H (2.539, 2.212, -0.521)
H (1.324, -1.362, 0.347)
H (0.195, -1.179, -0.862)
H (-1.026, -1.239, 1.209)
H (0.011, 0.146, 1.795)
H (-2.913, 0.233, -1.398)

Calculated values
orbital gap (spin up / spin down) = 7.48 / 8.23 eV
net charge = 0
LUMO (spin up / spin down) = -0.20 / 0.11 eV

Q.
Computed, not measured: a structure of composition C3H6N2S, with ωB97M-V with the def2-TZVPD basis set.

Atoms and positions in Å:
C (-0.366, -1.358, 0.488)
C (-0.600, -0.943, 1.735)
C (0.067, 0.699, -0.719)
H (2.065, -1.510, -1.148)
H (0.894, -1.326, -2.780)
H (-0.485, -2.491, 0.262)
H (-0.919, 0.083, 1.963)
H (-0.889, -1.817, 2.256)
H (0.399, 0.688, -1.733)
N (0.851, -1.478, -1.556)
N (0.166, -0.674, -0.655)
S (-0.174, 1.940, 0.477)

Calculated values
orbital gap = 8.54 eV
net charge = 0
LUMO = 0.01 eV

R.
Computed, not measured: an isolated molecule of C3H6N2S, with ωB97M-V with the def2-TZVPD basis set.

Atoms and positions in Å:
H (1.884, -1.014, -1.681)
N (1.225, -0.197, -1.821)
C (0.425, 0.295, -0.848)
N (-0.110, 1.567, -1.027)
C (0.121, -0.347, 0.358)
C (0.566, -1.759, 0.519)
S (-1.106, 0.295, 1.324)
H (0.072, 2.260, -1.670)
H (-0.454, 1.961, 0.039)
H (0.182, -2.186, -0.443)
H (-0.134, -2.347, 1.306)
H (1.662, -2.114, 1.031)

Calculated values
SMILES = [H]/N=C(/N)C(C)=S
orbital gap = 7.29 eV
net charge = 0
LUMO = -1.55 eV

S.
Computed, not measured: an isolated molecule of C3H6N2S, with ωB97M-V with the def2-TZVPD basis set.

Atoms and positions in Å:
N (-2.261, 1.204, -1.392)
C (-1.202, 0.984, -0.995)
C (0.087, 0.509, -0.468)
N (0.687, -0.611, -1.147)
C (-0.312, -0.003, 1.073)
S (1.254, -0.219, 1.978)
H (0.657, 1.409, -0.377)
H (1.545, -0.439, -1.856)
H (0.024, -1.195, -1.684)
H (-0.891, 0.875, 1.550)
H (-0.842, -1.033, 0.953)
H (1.255, -1.482, 2.365)

Calculated values
SMILES = N#C[C@H](N)CS
orbital gap = 9.99 eV
net charge = 0
LUMO = 0.71 eV

Among the structures above, stability is greatest for S.